{
  "formula": "C55H126BrF6N3O7P2",
  "method": "ωB97M-V with the def2-TZVPD basis set",
  "species": ["C", "C", "C", "C", "P", "C", "C", "C", "C", "C", "C", "C", "C", "C", "C", "C", "C", "H", "H", "H", "H", "H", "H", "H", "H", "H", "H", "H", "H", "H", "H", "H", "H", "H", "H", "H", "H", "H", "H", "H", "H", "H", "H", "H", "H", "H", "H", "H", "H", "H", "H", "H", "H", "C", "C", "C", "C", "P", "C", "C", "C", "C", "C", "C", "C", "C", "C", "C", "C", "C", "H", "H", "H", "H", "H", "H", "H", "H", "H", "H", "H", "H", "H", "H", "H", "H", "H", "H", "H", "H", "H", "H", "H", "H", "H", "H", "H", "H", "H", "H", "H", "H", "H", "H", "H", "H", "C", "N", "C", "C", "C", "C", "O", "H", "H", "H", "H", "H", "H", "H", "H", "H", "H", "H", "H", "H", "H", "C", "N", "C", "C", "C", "C", "O", "H", "H", "H", "H", "H", "H", "H", "H", "H", "H", "H", "H", "H", "H", "C", "N", "C", "C", "C", "C", "O", "H", "H", "H", "H", "H", "H", "H", "H", "H", "H", "H", "H", "H", "H", "Br", "C", "O", "O", "C", "F", "F", "F", "C", "C", "H", "H", "H", "H", "H", "H", "C", "O", "O", "C", "F", "F", "F", "C", "C", "H", "H", "H", "H", "H", "H"],
  "xyz": [[-6.42674, 1.56573, -9.80611], [-5.22690, 1.34682, -8.85427], [-5.23740, -0.06933, -8.23521], [-4.10607, -0.23645, -7.19957], [-3.75493, -1.88453, -6.62347], [-5.33544, -2.83410, -6.54938], [-5.25286, -4.05881, -5.55785], [-6.53505, -4.73695, -5.62092], [-6.77086, -5.98811, -4.69846], [-2.50193, -2.61198, -7.74944], [-2.98460, -3.63876, -8.72174], [-3.58362, -3.08433, -10.01573], [-4.16855, -4.25076, -10.80458], [-2.95905, -1.75712, -4.93803], [-1.73672, -0.92670, -4.77684], [-1.23355, -0.94906, -3.27211], [-0.69426, -2.33592, -2.74151], [-7.39987, 1.23485, -9.50002], [-6.20462, 1.01896, -10.71239], [-6.63340, 2.60008, -10.04036], [-5.22223, 2.11232, -8.01279], [-4.28476, 1.46796, -9.40058], [-5.28204, -0.80981, -9.03407], [-6.16087, -0.12748, -7.64799], [-4.24233, 0.44278, -6.36725], [-3.17948, 0.04290, -7.75468], [-5.49336, -3.19679, -7.55396], [-6.17524, -2.18941, -6.23478], [-4.98396, -3.47845, -4.61477], [-4.44705, -4.79189, -5.62180], [-6.59573, -5.20275, -6.61481], [-7.40242, -4.03966, -5.55188], [-6.95486, -5.60641, -3.67922], [-5.88857, -6.63215, -4.71898], [-7.66026, -6.42091, -5.10697], [-1.74653, -3.06116, -7.16531], [-1.98185, -1.76945, -8.16093], [-3.69559, -4.28054, -8.22385], [-2.20536, -4.35161, -9.02281], [-2.80790, -2.48783, -10.51947], [-4.34339, -2.29230, -9.81482], [-4.92392, -4.62991, -10.09359], [-3.33449, -5.02932, -10.96873], [-4.67706, -3.92495, -11.69597], [-2.73132, -2.73597, -4.50301], [-3.82079, -1.27297, -4.44118], [-1.86849, 0.13846, -4.94917], [-0.91288, -1.24014, -5.43304], [-2.03731, -0.64223, -2.67034], [-0.46014, -0.20042, -3.12749], [-0.21495, -2.14472, -1.78060], [0.13280, -2.63426, -3.44923], [-1.50071, -3.07547, -2.69011], [-5.00238, 1.48582, -0.94831], [-4.65583, 2.22684, 0.36950], [-3.95337, 1.47279, 1.44209], [-3.79800, 2.35878, 2.72850], [-2.89748, 1.66584, 4.04530], [-1.23966, 1.05004, 3.65398], [-0.93805, -0.37321, 3.04686], [0.54670, -0.46067, 2.54531], [1.38277, -1.06332, 3.65091], [-2.61004, 2.79385, 5.40965], [-1.56509, 3.85498, 5.22434], [-1.53227, 5.04613, 6.16605], [-0.38669, 6.04036, 5.79298], [-3.95986, 0.36851, 4.70867], [-4.63370, -0.63116, 3.79377], [-5.25297, -1.78012, 4.61018], [-4.23735, -2.77876, 5.07113], [-5.66146, 0.63759, -0.62528], [-4.18132, 0.92404, -1.41872], [-5.40062, 2.13067, -1.70853], [-5.51343, 2.59048, 0.86451], [-4.07540, 3.12386, 0.14317], [-2.99076, 1.08420, 1.07423], [-4.52867, 0.56658, 1.64740], [-4.73029, 2.62607, 3.18576], [-3.32527, 3.26523, 2.32985], [-0.77497, 0.98362, 4.68162], [-0.87678, 1.78978, 2.97173], [-1.57181, -0.50837, 2.10642], [-1.05468, -1.16065, 3.78518], [0.83993, 0.48896, 2.12737], [0.54144, -1.12878, 1.69353], [2.46255, -1.16773, 3.41837], [1.05003, -2.02528, 3.89293], [1.41472, -0.44606, 4.57204], [-2.57288, 2.11399, 6.25380], [-3.60601, 3.33215, 5.49300], [-1.65214, 4.34484, 4.19529], [-0.54725, 3.35588, 5.33457], [-1.52677, 4.64093, 7.16963], [-2.47103, 5.64179, 6.01155], [0.57698, 5.54626, 6.06247], [-0.44672, 6.96093, 6.35179], [-0.37158, 6.34371, 4.70982], [-4.71159, 0.81439, 5.36558], [-3.32373, -0.13952, 5.41815], [-3.86551, -0.92383, 3.11177], [-5.47731, -0.18883, 3.25118], [-6.06679, -2.25210, 4.03582], [-5.74172, -1.35888, 5.47608], [-4.60161, -3.58082, 5.67809], [-3.45519, -2.25919, 5.69019], [-3.73069, -3.26842, 4.20205], [3.64880, -2.95533, 0.96542], [3.37879, -4.18516, 0.07995], [2.16978, -4.08351, -0.82171], [4.54262, -4.33333, -0.81892], [3.25981, -5.51242, 0.86645], [4.19694, -5.83806, 2.02396], [3.65812, -5.14769, 3.12894], [2.80513, -2.75794, 1.58017], [3.79689, -2.12054, 0.23148], [4.59077, -3.13904, 1.54968], [1.98259, -5.12482, -1.21290], [2.35329, -3.37061, -1.62097], [1.37039, -3.74942, -0.19911], [4.64534, -3.45539, -1.40405], [4.41888, -5.08375, -1.58129], [5.43180, -4.53014, -0.23158], [3.26153, -6.34901, 0.12509], [2.30724, -5.36323, 1.35941], [5.19941, -5.45920, 1.76755], [4.19578, -6.86758, 2.27691], [4.14716, -5.38919, 3.88346], [7.56214, 2.49158, 3.51281], [6.92844, 1.26519, 4.11201], [6.93230, 0.20826, 3.01707], [7.75483, 0.85891, 5.27446], [5.37209, 1.34511, 4.42351], [4.90613, 2.31876, 5.41420], [5.30580, 3.65285, 5.36544], [8.43592, 2.24146, 2.88133], [7.80262, 3.12436, 4.31031], [6.74611, 2.95739, 2.86878], [8.00684, 0.16779, 2.63278], [6.22407, 0.59314, 2.34239], [6.63256, -0.78958, 3.36862], [8.77035, 0.45562, 4.95834], [7.25730, 0.06098, 5.84056], [8.09004, 1.65934, 5.90099], [5.05792, 0.34765, 4.73764], [4.94956, 1.52878, 3.47378], [5.23353, 1.92846, 6.40777], [3.82943, 2.19777, 5.36435], [5.19485, 3.91865, 4.44759], [4.19950, 2.25554, -4.80649], [5.03663, 2.78895, -3.62238], [5.75494, 1.64569, -3.01853], [5.90937, 3.80821, -4.25445], [4.05142, 3.25926, -2.53474], [4.65680, 3.92834, -1.30291], [5.24535, 2.98503, -0.41489], [3.60804, 3.00486, -5.31881], [3.61274, 1.43129, -4.41555], [4.85194, 1.84619, -5.59948], [5.10642, 0.89758, -2.57626], [6.44805, 2.13897, -2.31349], [6.27175, 1.13737, -3.80295], [6.50526, 4.41891, -3.53741], [5.39141, 4.37086, -5.02756], [6.52812, 3.18807, -4.85436], [3.47842, 2.38317, -2.25632], [3.46358, 4.10145, -2.98275], [3.78546, 4.24828, -0.72329], [5.35686, 4.76240, -1.40467], [4.81630, 3.10388, 0.46306], [2.88126, -1.15960, -2.52312], [-1.55945, -0.32955, 7.88919], [-0.42657, 0.28706, 8.46140], [-1.93396, 0.17311, 6.71644], [-1.28117, -1.82232, 7.68060], [-0.38489, -2.44531, 8.56261], [-2.38978, -2.51905, 7.82839], [-0.73092, -2.11023, 6.40405], [0.93934, 0.37614, 8.06312], [1.31719, 1.73756, 7.46536], [0.64606, 1.85322, 6.58551], [1.19440, 2.56788, 8.16380], [2.36717, 1.73994, 7.10831], [1.08430, -0.29436, 7.16463], [1.51531, -0.06552, 8.88154], [-2.25343, -0.33955, 8.83513], [3.40341, 3.79374, 2.51178], [3.00616, 3.58645, 1.08317], [4.63466, 3.46563, 2.61811], [3.07284, 5.31853, 2.67157], [3.46588, 5.81452, 3.82466], [3.47813, 6.09739, 1.64768], [1.71706, 5.48312, 2.66657], [1.69963, 3.26169, 0.76534], [1.42209, 2.04668, -0.21105], [2.26315, 1.28609, -0.01168], [0.53501, 1.53435, 0.07394], [1.47475, 2.36152, -1.24770], [1.10310, 4.15820, 0.33479], [1.17314, 2.90517, 1.68049], [2.68486, 3.30284, 3.18577]],
  "lowdin_charge": [-0.096, -0.246, -0.255, -0.286, 1.057, -0.240, -0.277, -0.299, -0.071, -0.251, -0.270, -0.277, -0.090, -0.282, -0.245, -0.222, -0.116, 0.066, 0.072, 0.072, 0.129, 0.107, 0.090, 0.111, 0.103, 0.109, 0.081, 0.114, 0.117, 0.121, 0.116, 0.129, 0.080, 0.075, 0.064, 0.084, 0.094, 0.090, 0.129, 0.119, 0.086, 0.075, 0.115, 0.070, 0.094, 0.107, 0.106, 0.115, 0.069, 0.088, 0.040, 0.067, 0.059, -0.084, -0.277, -0.250, -0.257, 0.982, -0.231, -0.190, -0.246, -0.101, -0.279, -0.286, -0.262, -0.100, -0.268, -0.248, -0.256, -0.105, 0.087, 0.053, 0.060, 0.098, 0.112, 0.110, 0.083, 0.104, 0.106, 0.100, 0.072, 0.108, 0.099, 0.071, 0.088, 0.060, 0.056, 0.081, 0.078, 0.127, 0.127, 0.113, 0.109, 0.117, 0.078, 0.058, 0.081, 0.120, 0.051, 0.084, 0.104, 0.111, 0.108, 0.066, 0.069, 0.088, 0.037, -0.333, -0.036, -0.034, -0.087, -0.217, -0.041, 0.072, 0.076, 0.116, 0.128, -0.060, 0.091, 0.054, 0.112, 0.104, 0.151, 0.132, 0.120, 0.123, 0.077, 0.017, -0.313, 0.001, -0.013, -0.105, -0.270, -0.025, 0.114, 0.081, 0.117, 0.129, 0.080, 0.108, 0.130, 0.113, 0.098, 0.139, 0.082, 0.140, 0.113, 0.047, 0.007, -0.346, -0.009, 0.007, -0.079, -0.215, -0.099, 0.102, 0.067, 0.115, 0.047, 0.119, 0.098, 0.128, 0.108, 0.089, 0.104, 0.155, 0.112, 0.130, 0.059, -0.297, -0.487, -0.113, -0.193, -0.483, 0.073, 0.139, 0.038, -0.251, -0.066, 0.057, 0.076, 0.054, 0.107, 0.118, 0.182, -0.439, -0.169, -0.143, -0.551, 0.173, 0.140, 0.094, -0.282, -0.073, 0.089, 0.035, 0.045, 0.142, 0.094, 0.150],
  "charge": 2,
  "mol_weight_g_mol": 1197.47,
  "lumo_ev": -3.3574,
  "e_tot_ev": -182787.915
}